# 1
The following is a DFT calculation (ωB97M-V/def2-TZVPD) of a structure of composition C24H21I2MoN3O4S.

Cartesian coordinates (Å):
Mo: 0.28424 -0.34405 -0.28910
C: 0.94719 -6.72848 -5.31674
C: 0.31201 -5.80326 -4.34180
C: -0.76095 -6.22549 -3.55570
C: -1.28606 -5.41690 -2.56452
C: -0.73795 -4.15896 -2.38029
C: 0.29408 -3.68616 -3.18022
C: 0.81059 -4.50787 -4.16031
S: -1.20402 -3.17150 -0.99942
O: -1.79720 -3.90814 0.05536
O: -2.08650 -1.94519 -1.46577
N: 0.11121 -2.32066 -0.56736
C: 0.97029 -2.56870 0.47365
C: 1.06291 -3.68528 1.30237
C: 2.13736 -3.72980 2.17264
C: 3.05098 -2.67484 2.20241
C: 2.85336 -1.57771 1.39113
N: 1.82087 -1.52150 0.53278
H: 0.41448 -7.67378 -5.37994
H: 1.96995 -6.93803 -5.00152
H: 1.00606 -6.28160 -6.30803
H: -1.18072 -7.20604 -3.71596
H: -2.08611 -5.74948 -1.92486
H: 0.69443 -2.69786 -3.00378
H: 1.61624 -4.15365 -4.78552
H: 0.33130 -4.47717 1.24206
H: 2.28130 -4.58645 2.81064
H: 3.89814 -2.71437 2.86503
H: 3.53172 -0.73406 1.39853
I: -0.26669 4.45736 -1.83173
C: 0.44350 3.73803 0.00711
C: 0.87153 4.59541 1.02989
C: 1.35819 4.11308 2.22699
I: 2.11161 5.48008 3.62568
C: 1.32846 2.71689 2.51572
C: 1.62387 2.08956 3.73778
C: 1.34499 0.74341 3.86790
C: 0.86651 -0.00061 2.79005
N: 0.69062 0.52481 1.57344
C: 0.87837 1.87399 1.47619
C: 0.49217 2.37066 0.21529
O: 0.12698 1.39413 -0.61167
H: 0.82584 5.66054 0.86731
H: 2.00002 2.67017 4.56576
H: 1.47807 0.24591 4.81550
H: 0.58654 -1.04119 2.92793
C: -0.72295 0.62202 -3.23979
O: -0.60608 -0.38527 -2.23130
C: -1.58956 -0.60223 -1.27209
C: -2.78150 0.31371 -1.21726
H: -1.46280 0.31811 -3.98415
H: 0.25844 0.70143 -3.71260
H: -0.98620 1.59304 -2.80830
H: -3.40184 0.20567 -2.10623
H: -2.46953 1.35120 -1.10399
H: -3.39565 0.03307 -0.36465

The HOMO-LUMO gap (alpha / beta) comes out at 0.24342 / 0.25029 Eh. The HOMO energy (alpha / beta) comes out at -13.695 / -13.574 eV. Its net charge is +2. As for the molar mass: 797.26 g mol⁻¹.

---

# 2
The following is a DFT calculation (ωB97M-V/def2-TZVPD) of a structure of composition C24H21N4O3Y.

Cartesian coordinates (Å):
Y: 0.14742 -0.05548 0.02550
C: 0.59433 -3.80800 -1.53279
C: 1.00322 -3.88394 -0.08834
C: 1.96672 -4.77192 0.36700
C: 2.37173 -4.74317 1.69132
C: 1.85180 -3.80372 2.56495
C: 0.87700 -2.91257 2.14845
C: 0.32523 -1.85894 3.06695
C: 0.43591 -2.98288 0.82125
N: -0.56278 -2.08069 0.37233
C: -1.83330 -2.32557 0.74734
O: -2.26182 -3.30017 1.34346
C: -2.75524 -1.19810 0.31954
C: -4.13941 -1.28053 0.23790
C: -4.84107 -0.17631 -0.22548
C: -4.15751 0.97988 -0.57270
C: -2.77708 0.99855 -0.41470
N: -2.11482 -0.06937 0.02454
C: -1.89743 2.18590 -0.74877
O: -2.38604 3.23808 -1.12947
N: -0.59193 1.88904 -0.59995
C: 0.33510 2.91201 -0.91364
C: 0.37994 4.08094 -0.14395
C: -0.46606 4.21850 1.08464
C: 1.23670 5.10031 -0.52838
C: 2.04792 4.95846 -1.63709
C: 2.03457 3.77894 -2.36019
C: 1.18990 2.73734 -2.01021
C: 1.20662 1.44424 -2.79188
H: 1.07728 -4.58846 -2.11889
H: 0.88695 -2.82337 -1.93430
H: -0.48750 -3.90641 -1.63475
H: 2.40976 -5.48520 -0.31545
H: 3.11560 -5.44058 2.04676
H: 2.21939 -3.74970 3.57883
H: 0.78580 -1.92344 4.04937
H: -0.75100 -1.98651 3.18176
H: 0.51979 -0.84443 2.66170
H: -4.63555 -2.19132 0.52995
H: -5.91403 -0.22637 -0.32234
H: -4.64798 1.85588 -0.96698
H: -0.55642 3.25906 1.60732
H: -1.46476 4.55897 0.80923
H: -0.02714 4.95045 1.75875
H: 1.24871 6.02198 0.03333
H: 2.69830 5.76467 -1.93580
H: 2.68588 3.67008 -3.21310
H: 1.45513 1.64778 -3.83276
H: 0.22351 0.94467 -2.77452
H: 1.98159 0.76524 -2.39958
O: 4.46640 0.23667 0.91342
C: 3.32599 0.15268 0.69369
N: 2.16466 0.06680 0.46676

The HOMO-LUMO gap comes out at 0.29591 Eh. The HOMO energy comes out at -8.694 eV. As for the energy relative to the best compared isomer or geometry (same formula, charge and spin): 1.1 kcal/mol. As for the molar mass: 502.36 g mol⁻¹.

---

# 3
The following is a DFT calculation (ωB97M-V/def2-TZVPD) of a structure of composition C24H21N5O5V.

Cartesian coordinates (Å):
V: -0.29326 0.27712 0.07955
O: -0.77630 -1.49547 -1.19040
C: -0.43865 -2.83929 -0.81444
C: -1.27280 -3.30005 0.37147
N: -1.08927 -2.47918 1.53512
C: -2.23255 -1.91064 2.20118
C: -2.64848 -0.49126 1.76178
O: -3.31698 0.18034 2.53000
O: -2.27565 -0.12097 0.57560
C: 0.15313 -2.66828 2.23919
C: 1.28925 -1.73684 1.78562
O: 2.44057 -2.15318 1.75690
O: 0.92850 -0.53580 1.49883
H: -1.69017 -1.33105 -0.88591
H: 0.62619 -2.84660 -0.57546
H: -0.60369 -3.50136 -1.66885
H: -1.01923 -4.35527 0.56748
H: -2.32842 -3.27560 0.08351
H: -2.06334 -1.87476 3.27832
H: -3.12258 -2.53806 2.05974
H: 0.50457 -3.70197 2.14888
H: 0.00714 -2.47195 3.30583
C: 3.79242 0.46853 -1.69415
C: 2.72685 0.27270 -0.80508
N: 1.49546 0.66094 -1.09084
C: 1.25770 1.25962 -2.28227
C: 2.26190 1.50139 -3.22469
C: 3.56451 1.08338 -2.89765
C: 1.92659 2.15502 -4.45792
C: 0.66001 2.53983 -4.72045
C: -0.39378 2.29855 -3.77583
C: -1.73082 2.67244 -3.99576
C: -2.67741 2.39574 -3.04187
C: -2.29205 1.73885 -1.86689
N: -1.04117 1.38084 -1.63692
C: -0.09737 1.65440 -2.56940
H: 4.77837 0.12764 -1.41171
H: 2.85399 -0.21674 0.15554
H: 4.37085 1.24880 -3.60181
H: 2.71756 2.33524 -5.17526
H: 0.41286 3.03522 -5.65100
H: -2.00033 3.17424 -4.91710
H: -3.71364 2.66922 -3.18133
H: -2.99672 1.48123 -1.08377
N: -1.73949 5.94908 4.80488
C: -1.44306 5.10819 4.08153
C: -1.07449 4.05893 3.16869
C: -0.88955 2.76185 3.62210
C: -0.53159 1.79076 2.70352
N: -0.38246 2.04483 1.40191
C: -0.55826 3.29902 0.97670
C: -0.89669 4.33933 1.81751
H: -1.02734 2.50274 4.66109
H: -0.35843 0.76672 3.00318
H: -0.42725 3.46865 -0.08443
H: -1.02667 5.33909 1.43009

The HOMO-LUMO gap (alpha / beta) comes out at 0.22661 / 0.25711 Eh. The HOMO energy (alpha / beta) comes out at -6.830 / -7.778 eV. As for the expectation value of S²: 3.76. Its spin multiplicity is 4. As for the energy relative to the best compared isomer or geometry (same formula, charge and spin): 2.0 kcal/mol. As for the molar mass: 510.41 g mol⁻¹.

---

# 4
The following is a DFT calculation (ωB97M-V/def2-TZVPD) of a structure of composition C24H21NO2Tc.

Cartesian coordinates (Å):
Tc: 0.92190 0.31608 -0.03257
C: 2.98108 -0.49178 2.83329
C: 2.55370 0.58295 1.89336
C: 1.43246 1.39060 2.18163
C: 1.02166 2.39964 1.29913
C: 1.70973 2.60944 0.09878
C: 2.81643 1.79296 -0.21707
C: 3.23154 0.79507 0.67383
H: 3.63219 -0.05647 3.59542
H: 3.53957 -1.27029 2.31848
H: 2.12825 -0.93686 3.34345
H: 0.88688 1.23811 3.10319
H: 0.15470 3.00165 1.54035
H: 1.37774 3.37035 -0.59442
H: 3.33517 1.93432 -1.15451
H: 4.05976 0.15127 0.40538
C: 1.55414 0.15368 -4.26361
C: 0.24605 0.22966 -4.73622
C: -0.82140 0.36832 -3.86315
C: -0.57233 0.43167 -2.49790
C: 0.75272 0.37209 -1.98942
C: 1.80827 0.24912 -2.90913
C: -1.59903 0.47154 -1.47373
C: -2.96380 0.65465 -1.73816
C: -3.84763 0.64253 -0.69547
C: -3.39134 0.38954 0.61356
C: -4.28424 0.29151 1.70289
C: -3.82377 -0.02704 2.95082
C: -2.45501 -0.27626 3.14429
C: -1.55774 -0.17334 2.10909
C: -2.00367 0.18828 0.82362
N: -1.12085 0.30179 -0.22748
H: 2.36800 0.02847 -4.96385
H: 0.06014 0.17233 -5.79999
H: -1.82638 0.40465 -4.25786
H: 2.83317 0.19098 -2.56391
H: -3.29907 0.81761 -2.74970
H: -4.90435 0.80338 -0.86468
H: -5.33844 0.45782 1.52598
H: -4.50676 -0.11104 3.78368
H: -2.10606 -0.57292 4.12445
H: -0.51941 -0.42322 2.27672
C: 1.01828 -3.85952 0.38368
C: 0.41328 -2.61881 -0.16212
O: -0.50018 -2.45580 -0.89622
O: 1.11237 -1.45445 0.33538
H: 0.57521 -4.72137 -0.10785
H: 0.82007 -3.90684 1.45557
H: 2.09706 -3.84603 0.24300

The HOMO-LUMO gap (alpha / beta) comes out at 0.22282 / 0.22988 Eh. The HOMO energy (alpha / beta) comes out at -14.799 / -14.837 eV. As for the expectation value of S²: 0.76. Its net charge is +2. Its spin multiplicity is 2. As for the energy relative to the best compared isomer or geometry (same formula, charge and spin): 0.0 kcal/mol. As for the molar mass: 453.44 g mol⁻¹.